ORCA calculation (ωB97M-V/def2-TZVPD) on a structure of composition C9H40N2O15 at a distorted geometry.

Geometry as XYZ:
```
66
Properties=species:S:1:pos:R:3:mulliken_charge:R:1
H -29.57 15.09 -7.83 0.26
H -23.76 11.34 -13.14 0.51
H -25.07 16.86 -8.74 0.34
H -25.04 17.23 -6.34 0.46
H -25.27 12.34 -13.20 0.16
O -25.36 17.59 -11.75 -0.89
O -25.72 15.46 -12.33 -0.77
H -24.41 15.85 -7.25 0.15
H -25.14 15.13 -13.02 1.22
C -26.21 15.49 -6.07 -0.65
O -24.05 12.42 -14.68 -0.56
H -28.44 14.02 -8.04 0.25
H -26.12 14.60 -13.31 -0.49
O -27.34 12.56 -11.44 -0.89
C -24.19 12.33 -13.32 -0.64
C -28.73 14.65 -13.16 -0.40
H -27.84 16.07 -15.88 0.22
H -28.18 14.39 -9.27 0.15
C -25.41 14.88 -11.03 0.00
C -29.22 15.02 -11.73 -1.03
O -27.64 13.74 -13.22 -0.82
H -30.00 15.70 -9.14 0.20
H -25.98 14.91 -8.92 0.01
H -24.80 14.18 -14.46 -0.32
N -27.36 15.60 -15.13 -0.45
H -27.37 12.86 -10.54 0.27
H -25.31 13.79 -11.07 0.17
O -25.49 15.67 -16.18 -0.74
H -23.81 14.33 -8.40 0.28
H -23.77 13.37 -9.57 0.34
O -25.84 16.91 -8.16 -0.50
H -27.30 13.83 -7.07 0.62
O -29.03 17.51 -10.53 -0.89
O -23.57 14.27 -9.32 -0.56
H -23.66 13.28 -14.84 0.56
O -23.66 14.73 -12.85 -0.65
H -27.47 15.28 -10.76 -0.23
H -25.44 16.73 -12.16 0.52
O -27.49 14.21 -9.91 0.25
N -25.65 14.66 -14.20 0.31
C -26.46 15.20 -9.86 -1.22
H -26.75 16.25 -9.81 0.61
H -29.31 13.99 -11.38 0.21
O -27.88 13.35 -7.66 -0.97
H -30.19 15.52 -11.78 0.74
C -26.08 15.30 -15.23 -0.06
O -26.50 14.17 -6.59 -0.42
H -28.54 16.69 -10.59 0.67
H -25.73 15.37 -5.09 0.41
O -29.39 15.07 -8.77 -0.53
O -28.19 15.85 -11.05 -0.48
H -28.28 15.57 -13.52 0.25
H -27.75 13.36 -14.09 0.40
H -27.74 15.45 -14.21 0.53
H -29.93 17.24 -10.34 0.34
H -27.15 15.97 -5.80 0.31
H -29.46 14.37 -13.91 0.74
H -22.77 15.02 -12.64 0.42
C -25.32 16.39 -6.98 -0.23
H -24.35 15.10 -10.97 1.06
C -23.60 13.34 -12.32 0.45
H -27.38 13.36 -11.96 0.01
H -25.70 13.64 -6.54 0.33
H -22.60 12.96 -12.11 0.57
H -25.83 17.51 -10.91 0.27
H -24.25 13.12 -11.48 -0.17
```

## Properties
- total charge = 0
- E_tot (eV) = -43650.6089
- gap between HOMO and LUMO (eV) = 8.371
- ΔE to the lowest compared entry with this formula, charge and spin (kcal/mol) = 557.5